Record 1
DFT (wB97M-V/def2-TZVPD) results for a structure of composition C42H46As3Br2F4O3PPt.

- E (eV) = -396435.83734
- E_LUMO (eV) = -6.5072
- charge = +2
- spin multiplicity = 1

Last column: Löwdin charge in e.
Atoms and positions in Å:
Pt1 0.060723 -0.570872 -0.184120  0.9337
C1 -0.466854 2.372155 2.245669  -0.2507
As1 -0.963080 1.569869 0.547138  1.1089
C2 -0.648952 3.142552 -0.546267  -0.2536
C3 -2.912872 1.541747 0.840972  -0.2793
C4 -3.784129 0.297633 0.604369  -0.6587
C5 -3.773719 -0.116706 -0.858654  -0.0721
C6 -3.325052 -0.839182 1.527972  -0.2769
As2 -1.600804 -1.719030 1.238143  1.1580
C7 -2.008447 -3.484940 0.577790  -0.2043
C8 -1.024123 -2.067716 3.046762  -0.2267
C9 -5.201269 0.711801 1.056301  -0.3703
As3 -6.881808 -0.352592 0.808424  1.1615
C10 -6.316732 -2.238607 0.781055  -0.3541
C11 -7.147186 -0.141590 -1.123905  -0.3406
H1 -1.008945 3.317713 2.270020  0.0559
H2 0.601233 2.565052 2.305587  0.0403
H3 -0.791636 1.775152 3.094338  0.0412
H4 -0.798601 3.999824 0.108578  0.0525
H5 -1.352989 3.186872 -1.368624  0.0036
H6 0.369358 3.154545 -0.928645  0.0238
H7 -3.277085 2.378659 0.241209  0.0992
H8 -2.996427 1.831685 1.891033  0.0865
H9 -2.767564 -0.327229 -1.214545  0.0052
H10 -4.203914 0.672399 -1.479238  0.0982
H11 -4.369344 -1.014999 -1.013846  0.0692
H12 -4.047229 -1.654073 1.493061  0.0535
H13 -3.275282 -0.491071 2.563385  0.0952
H14 -2.691787 -3.928267 1.301955  0.0582
H15 -1.092844 -4.069195 0.523616  0.0501
H16 -2.484271 -3.445933 -0.399987  0.0488
H17 -1.766856 -2.721708 3.504315  0.0575
H18 -0.970689 -1.139315 3.610911  0.0367
H19 -0.050425 -2.551067 3.051228  0.0504
H20 -5.458922 1.657003 0.567485  0.0739
H21 -5.176871 0.933142 2.127519  0.0658
H22 -6.068507 -2.579005 1.786555  0.0188
H23 -5.505007 -2.470073 0.091023  0.0034
H24 -7.194887 -2.799505 0.460037  0.0288
H25 -7.137763 0.918685 -1.376260  0.0239
H26 -8.139299 -0.526617 -1.356244  0.0234
H27 -6.417227 -0.668802 -1.734762  0.0102
F1 1.254188 4.860673 -5.684797  0.1851
C12 1.326412 3.840370 -4.859793  -0.1204
C13 2.548883 3.359023 -4.439824  -0.1228
F2 3.668347 3.909942 -4.866902  0.1735
C14 2.596676 2.282153 -3.568007  -0.1936
F3 3.813886 1.846040 -3.262152  0.1207
C15 1.457470 1.658826 -3.053724  -0.2788
P1 1.772116 0.316804 -1.813740  1.0842
C16 2.237191 -1.064554 -2.890236  -0.3392
C17 1.551165 -1.180700 -4.101976  -0.0781
C18 1.784061 -2.259917 -4.940229  -0.0422
C19 2.701802 -3.234068 -4.578553  -0.0394
C20 3.386029 -3.127824 -3.374844  -0.0426
C21 3.153640 -2.055491 -2.529819  -0.0941
C22 3.191724 0.888445 -0.837361  -0.3667
C23 2.934740 1.742835 0.231914  -0.1127
C24 3.960963 2.189861 1.046394  -0.0499
C25 5.262069 1.769827 0.808747  -0.0385
C26 5.530464 0.927389 -0.261019  -0.0360
C27 4.505882 0.495236 -1.086923  -0.0856
C28 0.231988 2.120601 -3.565735  -0.5891
Br1 -1.400550 1.225769 -3.329111  0.9637
C29 0.173875 3.199333 -4.430983  -0.2612
F4 -0.988932 3.627664 -4.901972  0.1007
H28 0.826753 -0.433356 -4.399048  0.0892
H29 1.246815 -2.336188 -5.876146  0.1217
H30 2.888740 -4.074136 -5.233989  0.1218
H31 4.106594 -3.883608 -3.092629  0.1231
H32 3.702885 -1.992279 -1.601476  0.0933
H33 1.919950 2.057293 0.443133  0.0594
H34 3.746767 2.856906 1.871261  0.1176
H35 6.065985 2.106144 1.449606  0.1208
H36 6.545414 0.613509 -0.464359  0.1215
H37 4.746119 -0.125352 -1.937210  0.1059
Br2 5.095053 -1.196733 4.171843  0.8127
C30 3.602926 -1.043073 3.037958  -0.6912
C31 2.513277 -0.281780 3.424030  -0.1004
C32 1.439358 -0.124504 2.557634  -0.1605
C33 1.445228 -0.716628 1.308477  -0.3698
C34 2.505580 -1.546521 0.966066  -0.1198
C35 3.587314 -1.703158 1.819718  -0.0925
H38 2.499140 0.193771 4.395708  0.1165
H39 0.600899 0.444426 2.905816  0.0441
H40 2.506360 -2.082870 0.028269  0.0707
H41 4.418226 -2.333226 1.531402  0.1179
O1 1.132600 -4.979590 -1.611018  0.0927
C36 0.173735 -4.824002 -2.541084  -0.2491
C37 -0.064635 -5.905918 -3.388647  0.0144
C38 -1.030905 -5.818792 -4.366317  -0.0325
C39 -1.793207 -4.656682 -4.533625  -0.0570
C40 -1.568119 -3.587565 -3.704274  -0.0081
C41 -0.588248 -3.652048 -2.697490  -0.0974
C42 -0.389557 -2.485826 -1.860691  -0.5970
O2 0.500862 -2.485592 -0.907660  -0.2200
O3 -1.056805 -1.423071 -1.968708  -0.2036
H42 1.239478 -4.154984 -1.111746  0.0810
H43 0.526690 -6.801502 -3.254918  0.1318
H44 -1.201933 -6.667844 -5.015168  0.1208
H45 -2.547117 -4.605392 -5.306027  0.1135
H46 -2.133526 -2.670958 -3.811898  0.1228

Force components x, y, z for each atom (eV/Å):
-0.5 0.3 -0.3
0.0 0.0 0.0
0.3 -0.1 0.0
0.0 -0.1 0.0
0.1 0.0 -0.1
0.0 -0.1 0.0
0.0 0.0 0.0
0.1 0.0 0.0
0.1 0.0 0.1
0.0 0.1 0.0
0.0 0.0 0.0
0.0 0.0 0.0
0.0 0.0 0.0
0.0 0.0 0.0
0.0 0.0 0.0
0.0 0.0 0.0
0.0 0.0 0.0
0.0 0.0 0.0
0.0 0.0 0.0
0.0 0.0 -0.1
0.0 0.0 0.0
0.0 0.0 0.0
0.0 0.1 0.0
0.0 0.0 0.0
0.0 0.0 0.0
0.0 0.0 0.0
0.0 0.0 0.0
-0.1 0.0 0.0
0.0 0.0 0.0
0.0 0.0 0.0
0.0 0.0 0.0
0.0 0.0 0.0
0.0 0.0 0.0
0.0 0.0 0.0
0.0 0.0 0.0
0.0 0.0 0.0
0.0 0.0 0.0
0.0 0.0 0.0
0.0 0.0 0.0
0.0 0.0 0.0
0.0 0.0 0.0
0.0 0.0 0.0
0.0 0.0 0.0
0.0 0.0 0.0
0.0 0.0 0.0
0.0 0.0 0.0
0.0 0.0 0.1
0.0 0.0 -0.1
0.0 0.1 0.1
0.0 -0.1 0.1
-0.1 0.0 0.0
0.0 0.0 0.0
0.0 0.0 0.0
0.0 0.0 0.0
0.0 0.0 0.0
0.0 0.0 0.0
0.0 0.0 0.0
0.0 0.0 0.0
0.0 0.0 0.0
0.0 0.0 0.0
0.0 0.0 0.0
0.0 -0.1 0.0
0.0 0.0 -0.1
0.0 -0.1 0.3
0.0 0.0 0.0
0.0 0.0 0.0
0.0 0.0 0.0
0.0 0.0 0.0
0.0 0.0 0.0
0.0 0.0 0.0
0.0 0.0 0.0
0.0 0.0 0.0
0.0 0.0 0.0
0.0 0.0 0.0
0.0 0.0 0.0
0.0 0.0 0.0
0.0 0.0 0.0
0.0 0.0 0.0
0.0 0.0 0.0
-0.1 -0.1 0.0
0.1 0.0 0.0
0.0 0.0 0.0
0.0 0.0 0.0
0.0 0.0 0.0
0.0 0.1 0.0
0.0 0.0 0.0
0.0 0.0 0.0
0.0 0.0 0.1
0.0 0.0 0.0
0.0 0.0 0.0
0.0 0.0 0.0
0.0 0.0 0.0
0.0 0.0 0.0
0.1 0.0 0.0
0.1 -0.1 0.0
0.0 0.0 0.0
-0.1 0.0 0.1
0.0 0.0 0.0
0.0 0.0 0.0
0.0 0.0 0.0
0.0 0.0 0.0
0.0 0.0 0.0

Record 2
DFT (wB97M-V/def2-TZVPD) results for a cluster of 2 separate species, C6H11BrN2 in total in a non-equilibrium geometry.

- E (eV) = -79422.68170
- E_LUMO (eV) = 0.3883
- spin multiplicity = 1

Last column: Löwdin charge in e.
Atoms and positions in Å:
C1 -1.613686 -2.187436 -0.400536  -0.1298
C2 -0.656388 -1.456482 -1.276003  -0.1625
N1 0.265870 -0.540183 -0.496460  -0.0624
C3 0.747342 -0.871815 0.745158  -0.0395
C4 1.235339 0.282533 1.261255  -0.0281
N2 1.072265 1.292023 0.305904  -0.0776
C5 0.385827 0.762423 -0.715203  -0.0826
C6 1.399671 2.737565 0.475036  0.0266
H1 -2.155707 -1.473495 0.225782  -0.0578
H2 -1.173609 -3.027099 0.130363  0.0738
H3 -2.378884 -2.586352 -1.085432  0.0913
H4 -1.180737 -0.773988 -1.925655  0.1161
H5 0.018280 -2.109235 -1.809153  0.1175
H6 0.451548 -1.850112 1.136044  0.1389
H7 1.761047 0.460976 2.173548  0.1254
H8 -0.037725 1.295633 -1.550979  0.1617
H9 0.634572 3.135237 1.106290  0.0858
H10 1.359568 3.184671 -0.533962  0.1032
H11 2.345076 2.946680 0.951692  0.0890
Br1 -2.479668 0.778452 1.282313  -0.4891

Force components x, y, z for each atom (eV/Å):
-1.1 -0.2 -0.5
1.3 1.1 0.5
-1.4 -0.5 -0.3
-0.7 0.3 -0.2
0.5 0.3 -0.5
0.3 -0.3 0.5
0.5 -0.2 0.6
-0.8 -0.8 -1.0
0.3 -0.2 0.3
0.0 0.1 0.2
0.2 -0.2 0.2
-0.2 0.0 -0.4
-0.1 -0.2 -0.5
0.7 0.6 0.1
0.0 0.1 0.3
0.2 0.0 0.1
-0.6 0.5 0.2
0.1 -0.1 0.6
0.4 -0.5 -0.1
0.3 0.2 -0.2

Record 3
DFT (wB97M-V/def2-TZVPD) results for the ion CH4O2PS with charge -1 in a non-equilibrium geometry.

- E (eV) = -25319.20763
- E_LUMO (eV) = 3.8649
- charge = -1
- spin multiplicity = 1

Last column: Löwdin charge in e.
Atoms and positions in Å:
C1 -0.165555 -0.959853 -0.461088  -0.5422
O1 -2.472414 1.684745 2.670247  -0.5864
O2 -2.925728 2.188231 0.374492  -0.5782
P1 -0.390894 0.448144 0.504919  0.5782
S1 -2.682080 1.115921 1.328051  0.5326
H1 -0.579133 -1.765946 0.230223  -0.0676
H2 0.868775 -1.087943 -0.632856  -0.1139
H3 -0.092004 1.630890 -0.197116  -0.0780
H4 0.703972 0.550207 1.206280  -0.1446

Force components x, y, z for each atom (eV/Å):
-2.3 -0.9 0.8
0.2 -0.7 -0.2
-0.1 -0.1 -0.7
-1.6 0.1 -1.7
-0.1 0.7 0.9
0.5 0.5 -1.1
1.2 -0.4 -0.3
-0.3 0.2 -0.4
2.4 0.7 2.6

Record 4
DFT (wB97M-V/def2-TZVPD) results for a structure of composition C4H6FFeO4 in a non-equilibrium geometry.

- E (eV) = -49528.68734
- E_LUMO (alpha / beta) (eV) = -3.8409 / -8.4466
- charge = +1
- spin multiplicity = 7

Last column: Mulliken spin population.
Atoms and positions in Å:
O1 -0.530436 0.124654 -1.153809  0.2238
C1 -0.862636 1.372524 -0.813313  -0.0008
C2 -0.158190 1.747976 0.492650  0.0456
O2 -0.116218 0.553359 1.278007  0.0233
C3 0.601432 -0.441703 0.750733  -0.1003
O3 1.875184 -0.142583 0.596763  0.0183
O4 0.173634 -1.608590 0.792614  0.0518
C4 2.644603 -0.984480 -0.264987  -0.0007
H1 -0.702812 2.503789 1.065425  0.0002
F1 -2.267913 1.478756 -0.569037  0.0120
H2 -0.661006 2.118125 -1.602144  0.0330
H3 0.862367 2.089488 0.274682  0.0001
H4 3.628131 -0.513952 -0.341410  -0.0009
H5 2.722466 -1.989400 0.165604  0.0031
H6 2.170497 -1.056172 -1.251282  0.0048
Fe1 -1.265023 -1.611227 -0.687273  5.6869

Force components x, y, z for each atom (eV/Å):
-0.5 -1.8 -0.6
-1.8 1.7 0.6
0.7 0.4 0.0
-0.1 -0.8 -0.5
1.9 1.2 2.9
-1.7 0.4 -0.6
-0.9 -0.4 -1.4
0.6 -0.9 -0.3
0.1 -0.3 -0.2
1.2 -0.5 -0.3
0.1 -0.5 0.0
-0.3 0.0 0.1
-0.3 -0.2 0.0
0.1 0.3 -0.1
0.1 0.2 0.2
0.7 1.1 0.2

> Number 3 is which compound?

CH4O2PS

> Which of these has the highest E?

CH4O2PS